Below is a cluster of 2 separate species, CH6SSi in total, with properties calculated with the ωB97M-V functional and the def2-TZVPD basis.

Each line ends with the Mulliken charge.
Geometry (Å):
C -1.07126 -1.04437 0.06705  -1.0191
Si -0.19330 0.72388 0.06950  0.4683
S 2.87804 -0.14587 0.00019  -0.4571
H -0.30325 -1.75143 0.25248  0.3060
H -1.81365 -0.92452 0.72230  0.3454
H -1.41848 -1.10883 -0.85520  0.3424
H -0.53276 1.64677 1.12620  -0.0472
H -0.54627 1.40149 -1.34851  -0.0226
H 3.00093 1.20289 -0.03401  0.0839

Output
**2S+1**: 1
**HOMO**: -0.316 Eh
**HOMO-LUMO gap**: 7.18 eV
**Maximum force**: 5.7 eV/A

=====

Below is the molecule CH6Si3, with properties calculated with the ωB97M-V functional and the def2-TZVPD basis.

Each line ends with the Mulliken charge.
Geometry (Å):
C -0.06784 1.31966 0.28763  -0.9297
Si 0.59427 -1.56567 0.06062  0.1433
Si -1.29440 -0.10683 0.06043  0.2581
Si 1.78436 0.43345 0.03034  -0.0536
H -0.30044 1.96684 -0.44171  0.4291
H -0.03455 1.78621 1.24897  0.4219
H 0.38144 -2.35607 1.48174  -0.0427
H -0.12799 -2.70798 -0.82500  -0.0744
H -2.07351 0.34606 -0.99745  -0.0841
H 1.51265 0.71411 -1.55534  -0.0678

Output
**2S+1**: 1
**HOMO**: -0.299 Eh
**HOMO-LUMO gap**: 6.39 eV
**Maximum force**: 4.5 eV/A

=====

Below is a structure of composition CH7F2N3P2, with properties calculated with the ωB97M-V functional and the def2-TZVPD basis.

Each line ends with the Mulliken charge.
Geometry (Å):
C -0.41351 1.66984 -1.15228  -0.7182
N 1.13535 -0.80465 -0.08673  -0.2921
N -1.52155 -1.40564 1.32296  -0.6320
N -1.02012 0.88209 -0.14030  -0.2719
F 3.41198 0.29008 -0.11464  -0.2899
F -0.86848 -1.26594 -1.24980  -0.3036
P 2.28588 -0.11239 1.00386  0.1569
P -0.38723 -0.60443 0.07592  0.7085
H -0.77794 1.10318 -2.21705  0.2055
H -0.87681 2.67881 -1.03626  0.3451
H 0.71715 1.68057 -1.20925  0.2639
H -2.09401 -1.94308 0.77970  0.2476
H -1.22459 -2.06163 2.03096  0.2682
H -1.15048 1.27656 0.75489  0.3011
H 2.78434 -1.38336 1.23802  0.0106

Output
**2S+1**: 1
**HOMO**: -0.322 Eh
**HOMO-LUMO gap**: 9.45 eV
**Maximum force**: 4.5 eV/A

=====

Below is a cluster of 2 separate species, CH7IN3 in total, with properties calculated with the ωB97M-V functional and the def2-TZVPD basis.

Each line ends with the Mulliken charge.
Geometry (Å):
C -0.84976 1.06848 0.54120  -0.1352
N -0.54279 2.06627 -0.32623  -0.2491
N 0.93093 -0.46490 -0.06493  -0.5842
N 0.73148 -1.81620 -0.10915  -0.1753
I -2.34290 -0.30183 -0.10457  0.2038
H -0.86655 1.21342 1.56596  0.4587
H -0.63673 1.96511 -1.24174  0.1863
H -0.11071 2.91850 -0.03544  0.2382
H 1.76488 -0.03174 0.18410  0.1610
H -0.28860 -1.95909 -0.14822  0.1793
H 1.26151 -2.29580 -1.00510  0.3776
H 0.94925 -2.36221 0.74412  0.3389

Output
**2S+1**: 1
**HOMO (alpha / beta)**: -0.464 / -0.464 Eh
**HOMO-LUMO gap (alpha / beta)**: 8.08 / 8.08 eV
**Total charge**: +1
**Maximum force**: 6.7 eV/A